[1]
# C38H40FN2O15PS

A cluster of 6 separate species, C38H40FN2O15PS in total at a distorted geometry (ωB97M-V/def2-TZVPD, OMol25).

XYZ file:
```
98
Properties=species:S:1:pos:R:3
C 3.3813 -1.6395 0.3950
C 1.9519 -1.7644 0.9604
O 1.0944 -2.3742 -0.0239
P 0.0136 -1.4299 -0.7395
O -0.6635 -2.1962 -1.8094
C 0.7953 0.0750 -1.4545
C 0.2861 1.4113 -0.8586
N 1.3063 2.4597 -0.6015
C 2.3231 2.1341 0.4032
N 2.0396 2.8115 1.6593
C 0.7990 2.3385 2.2906
S 2.0031 3.0486 -1.9710
O 2.6533 4.2875 -1.6647
O 2.8321 2.1120 -2.6764
F 0.7412 3.4160 -2.8141
O -1.0292 -1.0049 0.4261
C -2.2693 -0.4452 -0.0607
C -2.7092 0.7604 0.7853
H 3.8621 -0.7061 0.6863
H 3.3067 -1.6420 -0.6945
H 3.9834 -2.5044 0.6624
H 1.9893 -2.3961 1.8469
H 1.5568 -0.8014 1.2949
H 0.5772 -0.0147 -2.5160
H 1.8787 -0.0231 -1.3725
H -0.4048 1.8389 -1.5870
H -0.2854 1.2924 0.0542
H 2.4073 1.0515 0.5556
H 3.2901 2.5024 0.0572
H 2.7998 2.5612 2.2855
H -0.0457 2.7403 1.7247
H 0.7274 1.2404 2.1963
H 0.7340 2.6530 3.3250
H -2.1928 -0.1434 -1.1048
H -3.0221 -1.2266 0.0240
H -3.0964 1.5384 0.1242
H -3.5234 0.4952 1.4573
H -1.8920 1.1981 1.3567
O 3.4446 9.0771 4.2661
C 2.9633 7.9663 4.3223
C 2.1619 7.5351 5.4948
C 1.6345 6.3155 5.5576
C 1.8262 5.3364 4.4603
O 1.3368 4.2247 4.5296
C 2.6237 5.7653 3.2870
C 3.1501 6.9866 3.2245
H 2.0351 8.2644 6.2846
H 1.0472 5.9799 6.4030
H 2.7396 5.0383 2.4926
H 3.7330 7.3228 2.3765
O 6.9208 -0.8002 -6.7907
C 6.0720 -0.9532 -5.9390
C 5.7395 -2.3046 -5.4205
C 4.8082 -2.4757 -4.4858
C 4.0656 -1.3216 -3.9250
O 3.2214 -1.4762 -3.0642
C 4.3928 0.0283 -4.4427
C 5.3265 0.1992 -5.3759
H 6.2954 -3.1311 -5.8444
H 4.5504 -3.4511 -4.0928
H 3.8294 0.8461 -4.0113
H 5.5841 1.1751 -5.7672
O -2.6310 -5.4168 -4.2482
C -3.0129 -5.4656 -3.0989
C -2.6180 -4.4340 -2.1063
C -3.0424 -4.5010 -0.8468
C -3.9207 -5.5962 -0.3840
O -4.3078 -5.6538 0.7682
C -4.3171 -6.6270 -1.3738
C -3.8967 -6.5668 -2.6344
H -1.9726 -3.6343 -2.4504
H -2.7622 -3.7620 -0.1060
H -4.9603 -7.4196 -1.0120
H -4.1729 -7.3075 -3.3743
O -1.2216 -6.8158 5.5966
C -2.2844 -7.2267 5.1789
C -3.0352 -8.2828 5.9030
C -4.1997 -8.7366 5.4470
C -4.7963 -8.2040 4.1959
O -5.8586 -8.6199 3.7839
C -4.0467 -7.1479 3.4716
C -2.8817 -6.6963 3.9307
H -2.5821 -8.6560 6.8127
H -4.7633 -9.5067 5.9584
H -4.4933 -6.7693 2.5615
H -2.3192 -5.9260 3.4182
O -2.1438 4.8452 -0.2530
C -2.4408 5.2765 -1.3481
C -1.4059 5.5371 -2.3777
C -1.7308 6.0029 -3.5810
C -3.1425 6.2838 -3.9417
O -3.4401 6.7072 -5.0372
C -4.1780 6.0251 -2.9097
C -3.8524 5.5566 -1.7075
H -0.3847 5.3298 -2.0938
H -0.9914 6.1979 -4.3474
H -5.2010 6.2369 -3.1931
H -4.5914 5.3587 -0.9414
```

Structure (SMILES): CCOP(=O)(CCN(CNC)S(=O)(=O)F)OCC.O=C1C=CC(=O)C=C1.O=C1C=CC(=O)C=C1.O=C1C=CC(=O)C=C1.O=C1C=CC(=O)C=C1.O=C1C=CC(=O)C=C1
Electronic energy (eV): -96584.3713
Net charge: 0

[2]
# C5H6MgNaO4

A structure of composition C5H6MgNaO4 at a distorted geometry (ωB97M-V/def2-TZVPD, OMol25).

XYZ file:
```
17
Properties=species:S:1:pos:R:3
C 1.3095 -0.8662 0.1454
C 0.1275 -1.4027 -0.6630
C -1.1925 -0.9446 -0.1214
C -1.9078 0.0994 -0.6239
O -2.8848 0.7110 -0.0098
O 1.5631 0.5166 -0.0738
Mg 1.9962 1.8311 -1.6290
Na -2.1043 0.9875 1.7990
H 2.2289 -1.4280 -0.0773
H 1.0959 -0.9838 1.2199
H 0.2056 -2.5026 -0.6556
H 0.2477 -1.0891 -1.7123
H -1.5201 -1.3938 0.8284
H -1.6063 0.4957 -1.6148
O 0.1685 1.4381 1.8129
O 1.3145 2.7947 0.4282
C 0.9586 1.7366 0.9472
```

Electronic energy (eV): -23333.5789
Net charge: 0
2S+1: 2

[3]
# C6H13NO4S

A cluster of 2 separate species, C6H13NO4S in total at a distorted geometry (ωB97M-V/def2-TZVPD, OMol25).

XYZ file:
```
25
Properties=species:S:1:pos:R:3
C -1.7507 -0.9895 0.0414
C -0.9978 0.3070 0.2249
C -1.9622 1.5417 0.1294
C 0.2981 0.4582 -0.5306
S 1.4813 -0.8921 -0.3063
C 1.1308 -2.0594 -1.7455
O 2.7918 -0.2353 -0.4572
O 1.2893 -1.7282 0.8744
O 0.2030 0.7397 -1.9623
C 0.7076 1.6600 -1.1124
O 1.2575 2.6812 -1.2327
H -1.9092 -1.0662 -0.9756
H -1.2808 -1.9014 0.3372
H -2.6364 -0.9948 0.5065
H -0.7810 0.1263 1.3170
H -1.7827 2.2459 1.0133
H -1.8343 2.0999 -0.8658
H -3.0695 1.1697 0.1213
H 0.1331 -2.5052 -1.4205
H 1.0477 -1.4504 -2.6352
H 2.1000 -2.7168 -1.6598
N 1.2746 0.9814 2.4128
H 2.0583 1.5724 2.5978
H 0.7529 0.8729 3.2796
H 1.4785 0.0829 2.0482
```

Structure (SMILES): CC(C)[C@@]1(S(C)(=O)=O)OC1=O.N
Electronic energy (eV): -26944.9879
Net charge: 0

[4]
# C29H46BrNOP2Zn

A structure of composition C29H46BrNOP2Zn at a distorted geometry (ωB97M-V/def2-TZVPD, OMol25).

XYZ file:
```
81
Properties=species:S:1:pos:R:3
C -0.4012 5.8284 -6.1174
C -0.6790 4.6401 -6.8358
C -0.9335 4.8368 -8.2186
C -1.0908 6.1480 -8.7284
N -0.9100 7.2449 -7.9908
C -0.5620 7.0864 -6.7121
C -0.8048 3.3875 -6.0912
C -0.9452 2.8639 -4.9071
C -1.2028 2.7605 -3.5004
C -0.2265 2.7511 -2.4673
C -0.4340 1.9882 -1.3260
C -1.6974 1.3837 -1.0578
C -2.7196 1.5378 -2.0141
C -2.4822 2.2719 -3.1677
Zn -1.0421 1.3003 -6.0870
P 1.8609 -1.0651 -1.6001
H -1.0373 4.0065 -8.9109
H -0.0950 5.7786 -5.0638
H -1.3646 6.3324 -9.7671
H -0.4035 8.0048 -6.1392
H -3.2934 2.3118 -3.9046
H 0.7343 3.2269 -2.6095
H -3.6112 0.9161 -1.9454
H 0.4060 1.7763 -0.6447
C 2.2382 -2.6393 -0.6662
C 3.3011 -3.5978 -1.1958
H 1.2590 -3.1504 -0.6234
H 2.4774 -2.3248 0.3643
H 3.4472 -4.3922 -0.4519
H 2.9871 -4.0842 -2.1275
H 4.2748 -3.1156 -1.3523
C 2.5108 -1.3782 -3.2958
C 3.4076 -0.3096 -3.9170
H 1.6047 -1.4920 -3.9146
H 3.0133 -2.3535 -3.3045
H 3.3612 -0.4031 -5.0103
H 3.0889 0.7067 -3.6526
H 4.4580 -0.4365 -3.6304
C 3.0972 0.0906 -0.8421
C 4.5337 -0.3995 -0.6740
H 2.6627 0.3714 0.1340
H 3.0738 0.9979 -1.4663
H 5.1505 0.4461 -0.3402
H 4.6182 -1.1871 0.0861
H 4.9757 -0.7654 -1.6104
Br -1.9309 0.0065 0.1624
P -2.2434 -2.7297 -4.2553
C -0.4482 -3.1416 -4.1028
C -0.0881 -4.6286 -4.2035
H -0.1074 -2.7373 -3.1359
H 0.0462 -2.5787 -4.9034
H 0.9903 -4.7320 -4.3753
H -0.3146 -5.1794 -3.2843
H -0.5969 -5.1224 -5.0385
C -2.7136 -2.7569 -2.4464
C -4.1331 -3.2676 -2.1961
H -2.5614 -1.7535 -2.0164
H -2.0058 -3.4363 -1.9511
H -4.3083 -3.3618 -1.1131
H -4.8909 -2.5835 -2.6041
H -4.2881 -4.2646 -2.6305
C -2.4674 -1.0109 -4.8374
C -2.9990 -1.0592 -6.2757
H -1.5091 -0.4637 -4.7645
H -3.1882 -0.5033 -4.1851
H -3.4325 -0.0988 -6.5816
H -2.1986 -1.3132 -6.9817
H -3.7766 -1.8304 -6.3656
C -0.3232 2.4636 3.6547
C 0.8816 1.5912 4.0556
C 1.4581 1.0573 2.7307
O 0.5749 1.4028 1.6602
C -0.5538 2.1413 2.1847
H -1.2131 2.2162 4.2325
H -0.1011 3.5253 3.7669
H 0.5505 0.7382 4.6556
H 1.6318 2.1539 4.6153
H 2.4501 1.4881 2.5194
H 1.5742 -0.0386 2.7434
H -1.4367 1.4959 2.0752
H -0.7252 3.0200 1.5497
```

Electronic energy (eV): -171372.4051
Net charge: +2

[5]
# C15H16ClInN4O4PS3

A structure of composition C15H16ClInN4O4PS3 at a distorted geometry (ωB97M-V/def2-TZVPD, OMol25).

XYZ file:
```
45
Properties=species:S:1:pos:R:3
In 1.0243 -0.3661 -2.2434
C -4.1304 1.0356 -2.0974
C -2.8905 1.7146 -1.6433
N -2.8022 2.6139 -0.7141
N -1.4616 2.8840 -0.6423
C -0.7250 2.1905 -1.4963
S 0.9600 2.2137 -1.7251
N -1.6294 1.4510 -2.1426
N -1.2373 0.4988 -3.0855
H -4.9717 1.4799 -1.5723
H -4.1013 -0.0310 -1.8608
H -4.2815 1.1580 -3.1709
H -1.1154 3.5798 -0.0001
H -0.8463 0.9722 -3.8909
H -2.0367 -0.0565 -3.3549
S -2.4002 -1.4654 1.5309
P -0.4868 -1.0464 1.3197
S -0.8303 -1.1884 -0.7231
C 0.6592 -2.2979 1.8618
C 1.9895 -2.2846 1.4386
C 2.8278 -3.3318 1.7792
C 2.3379 -4.3951 2.5308
C 1.0162 -4.4065 2.9523
C 0.1685 -3.3549 2.6215
C -0.0047 0.5932 1.8248
C -0.9157 1.3432 2.5645
C -0.5713 2.6260 2.9716
C 0.6721 3.1525 2.6404
C 1.5790 2.4008 1.9017
C 1.2432 1.1197 1.4951
H 2.3749 -1.4717 0.8382
H 3.8620 -3.3251 1.4532
H 2.9946 -5.2185 2.7873
H 0.6351 -5.2394 3.5313
H -0.8642 -3.3614 2.9413
H -1.8827 0.9283 2.8153
H -1.2708 3.2077 3.5586
H 0.9438 4.1477 2.9719
H 2.5499 2.8112 1.6482
H 1.9572 0.5430 0.9225
O 3.0793 -0.3330 -5.7936
Cl 2.3708 -0.3660 -4.5700
O 2.0736 -1.7266 -4.0850
O 3.0836 0.2946 -3.4520
O 1.0535 0.3061 -4.6369
```

Electronic energy (eV): -89442.5306
Net charge: +1

[6]
# C3H7N4

The ion C3H7N4 with charge +1 at a distorted geometry (ωB97M-V/def2-TZVPD, OMol25).

XYZ file:
```
14
Properties=species:S:1:pos:R:3
C -0.1842 -1.6199 0.0866
N 1.0665 -1.1741 0.1107
N 1.4964 0.1035 0.0602
C 0.3347 1.0333 0.3073
C -0.9923 0.5763 -0.4155
N -2.0335 0.1464 0.4922
N -1.2690 -0.8780 -0.1972
H -0.2626 -2.7008 0.3743
H 1.7919 -1.9515 0.3460
H 2.2393 0.2661 -0.6258
H 0.6577 2.0594 -0.0537
H 0.1882 1.2228 1.4307
H -1.4369 0.7908 -1.4916
H -3.0210 0.1998 0.1471
```

Structure (SMILES): C1=[NH+]NC[C@@H]2NN12
Electronic energy (eV): -9173.8257
Net charge: +1

So what do the calculations give for energy above the lowest of the compared OMol25 structures with the same formula, charge and spin? Going down the list: 0.000, 0.321, 2.692, 1.273, 3.096, 4.691 eV.